ORCA calculation (the ωB97M-V functional and the def2-TZVPD basis) on a molecular structure, C49H71BrInN4OP2Si3 in a non-equilibrium geometry.

Geometry as ORCA input:
```
! wB97M-V def2-TZVPD RIJCOSX def2/J DEFGRID3
* xyz 1 1
In -0.22 0.47 0.66
C -1.06 -4.09 -0.28
Si -2.22 -2.74 0.43
C -3.46 -3.56 1.62
C -3.15 -1.91 -1.02
N -1.32 -1.44 1.15
P -0.97 -1.31 2.72
C -0.05 0.19 2.95
P 1.70 0.06 2.73
N 2.04 -0.21 1.18
Si 3.54 0.21 0.39
C 3.68 -1.06 -1.02
C 3.39 2.00 -0.28
C 5.14 0.17 1.41
C 2.54 -1.07 3.86
C 3.42 -2.05 3.44
C 4.16 -2.76 4.37
C 4.03 -2.47 5.72
C 3.13 -1.51 6.15
C 2.38 -0.81 5.22
C 2.35 1.67 3.28
C 3.57 1.79 3.93
C 4.09 3.03 4.25
C 3.39 4.18 3.91
C 2.17 4.07 3.27
C 1.65 2.83 2.95
C -0.36 -2.92 3.31
C 0.77 -3.40 2.66
C 1.27 -4.65 2.97
C 0.64 -5.43 3.93
C -0.52 -4.98 4.54
C -1.02 -3.73 4.23
C -2.46 -0.92 3.69
C -3.55 -0.35 3.03
C -4.66 0.05 3.74
C -4.71 -0.14 5.11
C -3.62 -0.68 5.78
C -2.49 -1.04 5.08
H -1.59 -4.71 -1.00
H -0.69 -4.74 0.50
H -0.20 -3.66 -0.79
H -4.11 -4.24 1.08
H -4.08 -2.84 2.13
H -2.93 -4.14 2.37
H -3.75 -2.63 -1.56
H -2.45 -1.46 -1.72
H -3.81 -1.12 -0.67
H 2.71 -1.29 -1.46
H 4.12 -1.99 -0.69
H 4.32 -0.67 -1.81
H 2.37 2.27 -0.51
H 3.98 2.13 -1.18
H 3.75 2.71 0.46
H 5.24 -0.73 2.00
H 5.20 1.02 2.08
H 5.99 0.22 0.74
H 3.53 -2.26 2.38
H 4.86 -3.51 4.04
H 4.63 -2.99 6.45
H 3.02 -1.27 7.19
H 1.68 -0.04 5.53
H 4.11 0.90 4.22
H 5.04 3.11 4.76
H 3.79 5.15 4.17
H 1.61 4.97 3.02
H 0.69 2.74 2.45
H 1.23 -2.79 1.89
H 2.16 -5.01 2.46
H 1.05 -6.39 4.19
H -1.04 -5.60 5.25
H -1.93 -3.39 4.70
H -3.50 -0.22 1.95
H -5.49 0.52 3.23
H -5.58 0.15 5.67
H -3.65 -0.80 6.85
H -1.60 -1.38 5.60
C -2.13 1.02 -6.56
C -1.72 1.24 -5.10
C -2.87 0.75 -4.19
C -1.56 2.74 -4.85
Si -0.04 0.28 -4.72
Br -0.04 0.54 -1.89
C 1.63 1.21 -5.15
C 1.65 1.50 -6.66
C 1.81 2.52 -4.40
C 2.85 0.35 -4.80
C -0.06 -1.67 -4.95
C 0.41 -2.02 -6.37
C 0.84 -2.37 -3.93
C -1.47 -2.25 -4.76
H -3.07 1.54 -6.75
H -2.27 -0.03 -6.79
H -1.38 1.42 -7.24
H -3.73 1.40 -4.34
H -2.57 0.80 -3.15
H -3.17 -0.26 -4.43
H -2.52 3.23 -4.99
H -0.86 3.19 -5.55
H -1.22 2.92 -3.84
H 0.85 2.18 -6.94
H 1.54 0.59 -7.25
H 2.60 1.96 -6.92
H 1.07 3.26 -4.68
H 2.79 2.94 -4.62
H 1.75 2.37 -3.32
H 2.89 -0.56 -5.38
H 2.85 0.12 -3.74
H 3.76 0.91 -5.03
H 1.46 -1.77 -6.52
H -0.18 -1.52 -7.13
H 0.30 -3.09 -6.51
H 1.87 -2.04 -3.99
H 0.82 -3.44 -4.13
H 0.48 -2.20 -2.93
H -2.18 -1.85 -5.48
H -1.82 -2.05 -3.75
H -1.43 -3.33 -4.90
N -4.90 6.50 0.30
C -4.16 5.98 1.30
O -4.10 6.48 2.40
C -3.39 4.73 0.98
C -3.03 3.91 2.04
C -2.29 2.77 1.80
N -1.90 2.43 0.57
C -2.23 3.21 -0.45
C -2.98 4.36 -0.30
H -5.43 7.34 0.50
H -5.01 6.08 -0.60
H -3.32 4.19 3.05
H -1.99 2.10 2.60
H -1.88 2.89 -1.42
H -3.20 4.97 -1.17
*
```

Summary:
LUMO = -3.720 eV
HOMO energy = -0.352 Ha